45
Properties=species:S:1:pos:R:3 method="wB97M-V/def2-TZVPD" homo_ev=-14.670 e_tot_ev=-41973.9317 total_charge=+2
Pt 0.1984 -0.5252 0.0472
N 4.4122 -1.2511 0.2096
C 3.1328 -0.9260 0.3497
S 2.0576 -1.3805 -0.9825
N 2.7659 -0.2983 1.4408
N 1.4508 0.0040 1.4883
C 0.9547 0.6374 2.4885
C -0.4687 0.9596 2.4348
C -1.1262 1.6383 3.4425
C -2.4820 1.9055 3.2957
C -3.1363 1.4844 2.1508
C -2.4165 0.8043 1.1810
N -1.1176 0.5560 1.3178
H 4.7527 -1.7190 -0.6128
H 5.0712 -0.9842 0.9248
H 1.5945 0.9186 3.3156
H -0.5848 1.9507 4.3247
H -3.0182 2.4369 4.0702
H -4.1890 1.6750 2.0007
H -2.8886 0.4491 0.2743
C -1.6706 -3.8472 2.6574
C -1.0946 -3.2656 1.4048
O -0.5432 -2.1478 1.4264
N -1.2177 -3.9656 0.2763
C -0.5883 -3.5530 -0.9682
C -1.3414 -2.4734 -1.7157
C -2.2530 -2.8562 -2.6864
C -2.9530 -1.9098 -3.4140
C -2.7155 -0.5726 -3.1498
C -1.7998 -0.2449 -2.1741
N -1.1203 -1.1613 -1.4611
H -1.1618 -3.4216 3.5172
H -1.5849 -4.9322 2.6770
H -2.7289 -3.5855 2.7158
H -1.6723 -4.8639 0.3173
H -0.5325 -4.4283 -1.6110
H 0.4342 -3.2472 -0.7624
H -2.4003 -3.9107 -2.8757
H -3.6595 -2.2112 -4.1755
H -3.2202 0.2152 -3.6903
H -1.5922 0.7903 -1.9565
C 0.6650 1.2291 -0.9082
H 1.4952 1.7030 -0.3903
H -0.2172 1.8588 -0.8242
H 0.9332 1.0455 -1.9433

55
Properties=species:S:1:pos:R:3 method="wB97M-V/def2-TZVPD" multiplicity=3 homo_ev="-3.088 / -3.078" e_tot_ev=-135670.5493 total_charge=-2
Ni -1.6028 0.5663 -2.2731
O -0.2029 -0.4322 -1.2621
S 1.0232 -0.9003 -2.0269
C 2.3449 -0.5165 -0.8251
C 2.5987 0.9896 -0.7515
C 1.5251 1.7510 0.0258
C 1.5776 1.4907 1.5376
S -0.1139 1.1561 2.1836
O -0.2041 -0.3291 2.2259
C 0.2668 1.6509 3.8845
C 0.2783 2.9944 4.2337
C 0.5499 3.3579 5.5433
C 0.7938 2.3799 6.5018
C 0.7558 1.0384 6.1471
C 0.4866 0.6706 4.8348
C 1.0759 -2.6642 -1.7508
C 0.4045 -3.2017 -0.6671
C 0.4656 -4.5725 -0.4578
C 1.1863 -5.3818 -1.3259
C 1.8377 -4.8270 -2.4208
C 1.7747 -3.4595 -2.6434
H 3.2303 -1.0407 -1.1943
H 2.0553 -0.9477 0.1364
H 2.6504 1.3827 -1.7720
H 3.5861 1.1526 -0.3040
H 0.5406 1.4833 -0.3553
H 1.6256 2.8224 -0.1562
H 2.0511 2.3039 2.0862
H 2.0965 0.5622 1.7936
H 0.0554 3.7476 3.4856
H 0.5574 4.4045 5.8220
H 1.0026 2.6656 7.5256
H 0.9294 0.2757 6.8969
H 0.4333 -0.3644 4.5174
H -0.1674 -2.5455 -0.0207
H -0.0636 -5.0095 0.3799
H 1.2227 -6.4523 -1.1614
H 2.3689 -5.4630 -3.1182
H 2.2168 -3.0137 -3.5265
O 0.0690 -0.6626 -5.8345
S -0.8805 -0.6097 -4.7333
O -2.2907 -0.6461 -5.1619
O -0.6671 -1.7058 -3.7384
O -0.6380 0.6882 -3.9595
O -3.6899 3.3817 -1.0809
P -2.9616 2.1813 -0.3126
O -3.1013 2.3342 1.1456
O -1.5771 2.0210 -0.9166
O -3.7684 0.8295 -0.8170
P -4.2620 0.6451 -2.3810
O -3.5423 -0.7834 -2.6891
O -5.7266 0.6129 -2.4852
O -3.3769 1.6328 -3.1224
H -3.6117 3.1618 -2.0367
H -3.1881 -0.8054 -3.6254

49
Properties=species:S:1:pos:R:3 method="wB97M-V/def2-TZVPD" multiplicity=3 homo_ev="-0.360 / -0.360" e_tot_ev=-44955.4434 total_charge=-2
Pd 10.0606 -2.7002 11.2685
C 17.8188 -2.0706 11.3535
C 16.4869 -2.8656 11.4748
O 15.3141 -2.2694 11.0017
H 18.1576 -2.1804 10.3233
H 18.4461 -2.4534 12.1585
H 17.5207 -1.0270 11.4548
H 16.4840 -3.1120 12.5366
H 16.6992 -3.7769 10.9157
C 6.9917 0.0627 5.1680
C 7.8861 -1.1611 5.3965
O 8.7714 -0.9568 6.5159
H 7.6009 0.8494 4.7230
H 6.5856 0.3996 6.1218
H 6.2284 0.0453 4.3901
H 8.4966 -1.4840 4.5533
H 7.0982 -1.8635 5.6684
C 9.6833 -8.4653 16.6009
C 9.6866 -7.8134 15.3936
C 9.5399 -8.6633 14.1812
O 9.5803 -8.0341 13.0346
C 9.2941 -10.0056 14.1343
C 9.2438 -10.6902 15.3845
C 9.4308 -9.8762 16.7653
O 9.5617 -10.5472 17.8078
O 8.9241 -11.8887 15.4118
O 10.0841 -6.5490 15.3687
H 9.9194 -7.9277 17.5073
H 9.2258 -10.5682 13.2149
C 0.8530 0.2511 11.9402
C 0.5709 -0.9832 11.0231
O 1.8124 -1.6782 10.9635
C 2.8165 -0.9603 11.5395
O 4.0442 -1.3351 11.6727
O 2.2221 0.1394 12.1287
H 0.4522 0.3073 12.9522
H 0.7031 1.1345 11.3194
H 0.3103 -0.6372 10.0229
H -0.2852 -1.4895 11.4689
C 9.0399 6.3662 14.3085
C 7.6084 6.0617 13.8923
O 7.6443 4.6866 13.3308
C 8.8630 4.1973 13.6227
O 9.2499 3.0544 13.4162
O 9.5651 5.1262 14.3783
H 9.1340 6.9840 15.2016
H 9.5584 7.0197 13.6069
H 7.0576 6.8225 13.3391
H 7.1193 6.0485 14.8663

50
Properties=species:S:1:pos:R:3 method="wB97M-V/def2-TZVPD" smiles="O=C1C=C(O)C(=O)C=C1O.O=C1C=C(O)C(=O)C=C1O.CCOBB(O)N(C)C" homo_ev=-8.802 e_tot_ev=-40250.6239
C -0.5901 3.0207 6.1072
C -1.6582 3.2014 5.0297
O -1.2573 4.0616 3.9718
B -0.1579 3.6388 3.2430
B -0.2623 2.1748 2.3976
O -1.2825 2.0815 1.4157
N 0.5521 1.0141 2.6015
C -0.1858 -0.1797 3.0655
C 1.7753 1.2593 3.3695
H -0.1098 2.0562 5.9890
H -1.0601 3.0278 7.0839
H 0.1413 3.8172 6.0717
H -1.9831 2.2237 4.6615
H -2.5347 3.6576 5.4751
H 0.8191 4.3357 3.2351
H -2.1373 2.1861 1.8720
H -1.2384 0.0549 3.1963
H 0.2044 -0.5316 4.0121
H -0.1236 -0.9620 2.3171
H 2.4033 1.9674 2.8466
H 1.6015 1.5680 4.4004
H 2.3451 0.3348 3.4117
C -4.1033 -1.4725 -1.2563
C -3.6827 -2.3863 -2.1381
C -2.2252 -2.6794 -2.3445
O -1.9262 -3.5322 -3.1647
C -1.2539 -1.9286 -1.5771
C -1.6663 -1.0000 -0.6980
C -3.1306 -0.7246 -0.4701
O -3.4426 0.1044 0.3623
O -0.8297 -0.2786 0.0219
O -4.5101 -3.1009 -2.8926
H -5.1504 -1.2577 -1.0977
H -0.2080 -2.1442 -1.7483
H -1.3679 0.3487 0.5656
H -3.9422 -3.6838 -3.4343
C 3.7844 -2.0780 -3.6463
C 4.4274 -1.4070 -4.6093
C 3.6953 -0.7180 -5.7251
O 4.3554 -0.1152 -6.5498
C 2.2448 -0.8157 -5.7626
C 1.5994 -1.4916 -4.8033
C 2.3322 -2.1521 -3.6691
O 1.6712 -2.7203 -2.8212
O 0.2803 -1.6328 -4.7873
O 5.7488 -1.2934 -4.6539
H 4.3016 -2.5716 -2.8361
H 1.7291 -0.3348 -6.5813
H 0.0628 -2.1855 -4.0098
H 5.9453 -0.7564 -5.4470

51
Properties=species:S:1:pos:R:3 method="wB97M-V/def2-TZVPD" multiplicity=3 homo_ev="-9.824 / -10.336" e_tot_ev=-324340.5099 total_charge=+1
Pt 0.0878 0.7115 1.0148
Br 6.1517 4.2669 0.8319
C 5.0212 2.7703 0.7638
C 5.5678 1.4586 0.8672
Br 7.4132 1.2344 1.0960
C 4.7364 0.3573 0.8108
Br 5.4446 -1.3931 0.9412
C 3.3328 0.4807 0.7080
O 2.5486 -0.5185 0.6925
C 2.7749 1.8158 0.6197
O 1.5325 2.0339 0.4822
C 3.6683 2.9310 0.6293
Br 2.8838 4.6259 0.4427
O -2.5636 1.7078 -1.2369
C -3.4501 0.7605 -0.6238
C -4.0197 1.2811 0.6890
C -2.9886 1.4031 1.8214
C -2.5350 0.0762 2.3545
C -3.3692 -0.6707 3.1774
C -2.9460 -1.8872 3.6770
C -1.6747 -2.3378 3.3505
C -0.8884 -1.5475 2.5428
N -1.3083 -0.3716 2.0402
H -1.7725 1.7625 -0.6755
H -2.9242 -0.1879 -0.4763
H -4.2636 0.6104 -1.3329
H -4.8233 0.6091 1.0025
H -4.4561 2.2643 0.5060
H -3.4537 1.9626 2.6347
H -2.1149 1.9710 1.4971
H -4.3426 -0.2759 3.4372
H -3.5913 -2.4694 4.3220
H -1.2969 -3.2801 3.7201
H 0.1153 -1.8423 2.2674
N 2.5729 -2.4095 -1.6592
C 1.1547 -2.5999 -2.0499
P 0.4518 -0.8896 -2.2607
O 1.5417 -0.0100 -2.7613
O -0.3959 -0.5157 -1.0673
C -0.8211 -0.9394 -3.6143
N -1.2969 0.4861 -3.6092
H 3.0369 -1.8427 -2.3718
H 3.0837 -3.2748 -1.5193
H 2.6549 -1.7795 -0.7348
H 0.6177 -3.1089 -1.2534
H 1.0964 -3.1800 -2.9710
H -1.6520 -1.6094 -3.4088
H -0.3757 -1.1646 -4.5804
H -1.7536 0.7268 -2.6905
H -1.9420 0.7082 -4.3631
H -0.4696 1.0902 -3.6794

49
Properties=species:S:1:pos:R:3 method="wB97M-V/def2-TZVPD" homo_ev=-3.433 e_tot_ev=-60525.3613 total_charge=-1
C -3.7149 1.3102 -2.7100
C -2.3506 0.7049 -2.8505
O -1.6073 1.3946 -1.8498
C -0.2993 1.1396 -1.8982
C 0.3547 1.6487 -0.5810
C -0.0665 3.1030 -0.4490
C 1.8255 1.6481 -0.8066
O 2.4978 2.6800 -0.7473
O 2.3342 0.4308 -1.0976
C 3.4279 0.5632 -2.0207
C 3.7464 -0.7645 -2.6310
O 0.2619 0.5746 -2.8180
H -4.4547 0.6637 -3.1695
H -4.0091 1.4633 -1.6600
H -3.7266 2.2868 -3.2096
H -2.3601 -0.3899 -2.6925
H -1.8415 0.8958 -3.8075
H 0.6173 3.6755 0.2012
H 0.0781 3.5014 -1.4686
H -1.1156 3.2915 -0.1746
H 3.1873 1.2979 -2.8028
H 4.2442 1.0059 -1.4417
H 4.6672 -0.6245 -3.2010
H 3.8708 -1.4983 -1.8328
H 2.9625 -1.1068 -3.3152
C 1.2180 0.6341 2.5497
N 0.5803 -0.5682 3.0642
S 1.8207 -1.6135 3.5418
C 1.3368 -3.3356 3.3471
F 0.9089 -3.8976 4.5051
F 0.3924 -3.4966 2.3889
F 2.4610 -4.0106 2.9122
S -1.1394 -0.7596 3.6019
C -2.1362 -0.9001 2.0934
C -1.8717 0.1771 1.2204
C -0.9384 -0.2087 0.3143
C -0.8830 -1.4920 -0.2172
C -1.7747 -2.4573 0.3139
C -2.4627 -2.1552 1.4829
O -1.2258 -2.0489 4.2654
O -1.4751 0.5082 4.2035
H 2.2759 0.3465 2.3703
H 0.8430 0.9319 1.5652
H 1.1365 1.4565 3.2851
H -2.0968 1.2271 1.3892
H -0.0981 0.7698 0.1814
H -0.2355 -1.7825 -1.0557
H -1.8999 -3.4339 -0.1709
H -3.2656 -2.7864 1.8824

54
Properties=species:S:1:pos:R:3 method="wB97M-V/def2-TZVPD" smiles="CS(=O)(=O)[C@@H](C#N)[C@@H](C#N)CCC(N)=O.CCOC(=O)C(F)(F)F.CCOC(=O)C(F)(F)F" homo_ev=-10.254 e_tot_ev=-62874.1858
C 2.7700 -2.2072 -2.5551
S 1.5097 -2.9012 -3.6562
O 0.9867 -1.8295 -4.4593
O 2.1146 -3.9932 -4.3633
C 0.1668 -3.5021 -2.5591
C 0.0631 -2.5467 -1.4306
N -0.0504 -1.7298 -0.6402
C -1.2137 -3.4178 -3.2981
C -1.1132 -4.0019 -4.6582
N -0.7507 -4.4544 -5.6432
C -2.2204 -4.2897 -2.4894
C -3.6799 -3.7493 -2.4657
C -3.9990 -2.7805 -3.5958
N -4.1217 -1.3944 -3.2034
O -4.1366 -3.1444 -4.7217
H 2.7556 -2.8218 -1.6482
H 3.7444 -2.2955 -3.0287
H 2.5035 -1.1796 -2.3138
H 0.3571 -4.4912 -2.1415
H -1.4720 -2.3604 -3.3267
H -2.2191 -5.3123 -2.8678
H -1.8565 -4.3370 -1.4583
H -4.3537 -4.6058 -2.5526
H -3.8595 -3.2927 -1.4924
H -3.4758 -0.8246 -3.7346
H -5.0744 -1.0786 -3.3278
C 1.2899 0.3862 2.0500
C 0.4819 -0.7533 2.6303
O 0.5225 -0.7403 4.0715
C -0.2821 0.1279 4.6703
O -1.0290 0.8843 4.1271
C -0.1481 -0.0055 6.1915
F 1.1346 -0.0502 6.5727
F -0.7379 -1.1308 6.6206
F -0.7214 1.0174 6.8201
H 2.3128 0.3615 2.4294
H 1.3134 0.3205 0.9635
H 0.8665 1.3512 2.3255
H 0.9105 -1.7066 2.3272
H -0.5501 -0.7346 2.2817
C 0.2123 6.8080 2.8086
C 1.0299 6.9879 1.5473
O 2.1180 6.0471 1.4918
C 1.8032 4.8170 1.1059
O 0.7148 4.4336 0.8014
C 3.0631 3.9460 1.0662
F 3.8042 4.0912 2.1713
F 3.8366 4.2703 0.0205
F 2.7533 2.6555 0.9558
H 0.8513 6.8743 3.6901
H -0.5593 7.5746 2.8738
H -0.2711 5.8316 2.8303
H 1.4901 7.9741 1.5362
H 0.4154 6.9024 0.6511

48
Properties=species:S:1:pos:R:3 method="wB97M-V/def2-TZVPD" multiplicity=2 homo_ev="-13.829 / -13.823" e_tot_ev=-72485.7349 total_charge=+2
Mn 0.0104 0.1113 0.5300
C 4.1126 0.0443 -1.0176
C 2.6481 0.0562 -0.7366
N 2.0912 0.0700 0.4919
N 2.7917 0.0551 1.6540
C 2.1227 0.0888 2.8123
N 2.7396 0.1255 3.9976
S 0.3976 0.0606 2.7719
C 1.6845 0.0814 -1.7761
C 1.9937 0.1017 -3.1549
C 0.9898 0.1162 -4.0865
C -0.3513 0.1264 -3.6617
C -0.6095 0.1155 -2.3117
N 0.3522 0.0893 -1.3785
H 4.7143 0.0761 -0.1146
H 4.3754 0.9055 -1.6308
H 4.3860 -0.8503 -1.5765
H 3.8102 0.0116 1.6459
H 3.7415 0.1656 4.1019
H 2.1719 0.1576 4.8315
H 3.0265 0.1033 -3.4591
H 1.2198 0.1185 -5.1396
H -1.1592 0.1398 -4.3735
H -1.6348 0.1237 -1.9449
C -1.5801 -5.2552 0.8633
N -1.6746 -3.8353 0.6567
C -2.8085 -3.1365 0.3795
C -2.4368 -1.8287 0.2572
N -1.0880 -1.7246 0.4614
C -0.6650 -2.9604 0.6990
H -2.5677 -5.6974 0.7564
H -1.1985 -5.4668 1.8626
H -0.9084 -5.7003 0.1284
H -3.7722 -3.5995 0.2907
H -3.0451 -0.9733 0.0275
H 0.3574 -3.2304 0.8915
N -4.0622 3.8351 0.9752
C -2.7859 3.5816 0.7001
C -2.2119 2.2867 0.8469
N -0.9492 2.0593 0.5367
C -0.2031 3.0802 0.0933
C -0.7675 4.3429 -0.0543
N -2.0208 4.5745 0.2419
H -4.6880 3.1361 1.3351
H -4.3834 4.7882 0.9068
H -2.8107 1.4676 1.2253
H 0.8353 2.8878 -0.1307
H -0.1914 5.1755 -0.4259

42
Properties=species:S:1:pos:R:3 method="wB97M-V/def2-TZVPD" multiplicity=3 homo_ev="-10.788 / -11.818" e_tot_ev=-25826.3648 total_charge=+1
W -0.1364 0.5657 0.3425
N -1.7354 -0.8521 0.0283
C -2.7081 -0.3001 0.9715
C -3.8781 0.2423 0.4599
C -4.7944 0.8229 1.3134
C -4.5244 0.8596 2.6783
C -3.3430 0.3357 3.1696
C -2.3950 -0.2525 2.3283
C -1.0805 -0.6950 2.8850
C -1.0202 -1.3744 4.0974
C 0.2087 -1.6633 4.6714
C 1.3801 -1.2605 4.0405
C 1.3252 -0.5964 2.8219
C 0.0956 -0.3116 2.2189
H -2.1473 -0.9433 -0.8970
H -1.3768 -1.7665 0.3018
H -4.0736 0.1972 -0.6057
H -5.7108 1.2405 0.9199
H -5.2313 1.3154 3.3583
H -3.1183 0.4066 4.2262
H -1.9343 -1.6754 4.5959
H 0.2528 -2.1902 5.6153
H 2.3386 -1.4611 4.5037
H 2.2495 -0.2847 2.3488
N 3.9212 -3.2628 -0.4328
C 2.9944 -2.3080 0.1506
C 1.6370 -2.4289 -0.5025
O 1.4751 -3.4664 -1.2838
O 0.7245 -1.6440 -0.3017
H 4.4740 -3.7441 0.2615
H 4.5506 -2.8352 -1.0993
H 2.3369 -3.9552 -1.2445
H 3.3078 -1.2642 0.0879
H 2.8285 -2.5208 1.2085
C 1.6636 1.0416 -0.6545
H 2.4559 1.2366 0.0762
H 1.5039 1.9635 -1.2223
H 1.9961 0.2621 -1.3373
C -0.6735 2.5526 0.7212
H 0.1954 3.0355 1.1845
H -1.5139 2.6426 1.4154
H -0.9193 3.0903 -0.2012

44
Properties=species:S:1:pos:R:3 method="wB97M-V/def2-TZVPD" smiles="COCCNC(=O)CN1N=C(c2ccc(OC)cc2)CCC1=O" homo_ev=-8.352 e_tot_ev=-29578.1289
C 3.1797 0.6361 2.8903
O 3.3513 -0.3219 1.7720
C 4.6780 -0.4877 1.3362
C 4.5421 -1.6255 0.1957
N 3.7878 -1.2369 -1.0572
C 2.5707 -1.7116 -1.3046
O 2.1594 -2.8658 -0.9028
C 1.8249 -0.6794 -2.4290
N 1.1171 0.3667 -1.6434
C 1.8877 1.3701 -1.0846
O 2.9649 1.8118 -1.3305
C 0.9528 2.3950 -0.2393
C -0.3987 2.1632 -0.6215
C -0.8746 1.0221 -0.7152
N -0.1249 0.0313 -1.3678
C -2.3388 0.5037 -0.3445
C -3.2582 1.3067 -0.2454
C -4.6194 1.0035 0.0368
C -4.7874 -0.1946 -0.0114
C -3.9053 -1.1922 -0.0025
C -2.6340 -0.8245 -0.4702
H -1.9158 -1.4464 -0.3565
H -4.0844 -2.1820 0.0038
O -6.2546 -0.5462 0.4866
C -6.5740 -1.7780 0.1675
H -7.5583 -1.9165 0.6004
H -6.3733 -2.6710 -0.5270
H -6.0169 -2.2917 1.1992
H -5.4590 1.7362 0.1949
H -3.0587 2.4870 -0.3122
H -0.5512 3.0356 -1.4783
H -1.0211 2.7988 0.1615
H 1.2061 1.8988 0.8798
H 1.4839 3.1649 -0.1447
H 1.0442 -1.3458 -2.8132
H 2.5653 -0.0282 -2.9859
H 3.9527 -0.0763 -1.3021
H 5.5124 -1.8194 0.1989
H 3.9494 -2.4569 0.5545
H 4.8813 0.4816 1.1141
H 5.1885 -1.0556 2.3632
H 3.5566 0.3826 3.9258
H 1.9804 0.6915 3.1031
H 3.4712 1.4672 2.5054

In the order shown, the computed strongest force on any atom values come out to 0.534, 0.821, 7.506, 1.441, 2.332, 4.040, 2.356, 3.956, 0.485, 18.142 eV Å⁻¹.
In the order shown, the computed M values come out to 539.52, 637.17, 510.74, 408.96, 881.03, 444.47, 513.41, 426.41, 457.20, 319.36 g mol⁻¹.